Entry from the Open Molecules 2025 dataset: C23H42CuN5S3SbSi4 as an isolated structure in a non-equilibrium geometry (wB97M-V/def2-TZVPD).

Values from the calculation:
**HOMO level (alpha / beta)**: -2.4692 / -2.5663 eV
**Multiplicity**: 2
**Energy relative to the best compared isomer or geometry (same formula, charge and spin)**: 11.2 kcal/mol
**Energy**: -5408.88731 Eh
**Max |F|**: 0.0658 hartree/bohr
**Frontier orbital gap (alpha / beta)**: 0.2513 / 0.2548 hartree
**Net charge**: -2

Last column: Löwdin charge in e.
Atoms and positions in Å:
Cu1 -2.09209 1.23449 -0.74611  0.087
S1 -1.19248 2.86574 0.81131  0.523
C1 -1.55014 1.58480 2.00914  -1.086
S2 -2.66825 0.45522 1.36119  0.575
C2 -0.99586 1.49109 3.29948  -0.396
C3 -1.26347 0.38253 4.14087  -0.254
N1 -1.43750 -0.56525 4.79784  0.147
C4 -0.12182 2.48652 3.78675  -0.303
N2 0.66047 3.24793 4.16530  0.130
C5 -5.86272 3.52635 -0.34056  -0.047
C6 -5.06720 3.65070 -1.58826  -0.358
C7 -5.39908 4.49259 -2.62258  -0.103
C8 -4.56568 4.53137 -3.69451  -0.158
C9 -3.42999 3.84623 -3.75866  -0.051
C10 -3.07511 2.96905 -2.64538  -0.426
N3 -3.98353 2.84582 -1.63224  0.126
N4 -2.05492 2.15129 -2.53370  -0.111
Si1 -0.51536 2.31124 -3.32140  0.361
C11 0.02371 4.13513 -3.45981  -0.179
C12 0.69202 1.29757 -2.32939  -0.189
C13 -0.50450 1.70440 -5.06226  -0.191
H1 -6.95306 3.56786 -0.47190  0.071
H2 -5.62666 4.39463 0.28728  0.082
H3 -5.55408 2.61223 0.11760  0.060
H4 -6.26001 5.15237 -2.48198  0.097
H5 -4.79406 5.16218 -4.52146  0.090
H6 -2.75260 3.90535 -4.58602  0.078
H7 0.53027 4.44189 -2.52433  0.022
H8 -0.85735 4.85355 -3.46536  0.032
H9 0.71132 4.35930 -4.26726  0.005
H10 0.68731 1.57990 -1.28097  -0.015
H11 1.77268 1.35320 -2.65721  0.051
H12 0.39928 0.26923 -2.46092  0.007
H13 -1.10807 2.30249 -5.72283  0.007
H14 -0.86836 0.64993 -5.02586  0.044
H15 0.51084 1.67467 -5.47729  0.025
C14 1.67196 -4.20720 -1.44255  -0.252
Si2 2.65936 -3.03529 -0.37581  0.226
C15 3.91999 -4.02519 0.62411  -0.227
C16 3.71734 -1.93858 -1.48346  -0.247
Sb1 0.87717 -1.59997 0.77703  0.868
Si3 2.73655 -0.23818 2.05666  0.301
C17 2.47321 0.15800 3.83199  -0.222
C18 4.50368 -0.86819 2.12221  -0.255
C19 2.82250 1.30894 0.91049  -0.242
Si4 0.07441 -3.29733 2.62168  0.331
C20 -1.86810 -3.14963 2.59617  -0.233
C21 0.40848 -5.04483 2.13975  -0.252
C22 0.69346 -3.04231 4.40862  -0.231
H16 2.26284 -4.77018 -2.21638  0.044
H17 0.81153 -3.71509 -1.88197  -0.026
H18 1.29453 -4.96733 -0.77787  -0.001
H19 4.58483 -3.35470 1.16401  -0.012
H20 4.53146 -4.65624 -0.04745  0.029
H21 3.39804 -4.63051 1.39694  0.014
H22 4.52433 -2.48031 -1.92779  -0.002
H23 4.06283 -0.88751 -1.19179  0.042
H24 3.09333 -1.76802 -2.39785  0.031
H25 2.69306 -0.67536 4.42627  -0.005
H26 1.50044 0.59341 4.13183  0.012
H27 3.28823 0.87966 3.98218  0.039
H28 4.58762 -1.77670 2.72051  0.016
H29 5.21216 -0.15210 2.65355  0.053
H30 4.97782 -1.01980 1.19745  -0.016
H31 1.96659 1.94091 1.09112  -0.010
H32 2.74543 1.15279 -0.17940  -0.001
H33 3.64233 2.03819 1.07090  0.029
H34 -2.20100 -2.79529 1.60999  0.003
H35 -2.11535 -2.24820 3.18465  -0.021
H36 -2.35851 -4.07405 2.91127  0.016
H37 -0.10714 -5.29841 1.23196  0.025
H38 -0.03887 -5.63064 2.94809  0.031
H39 1.40461 -5.31883 2.12534  -0.027
H40 0.74194 -1.99887 4.72898  -0.014
H41 1.65512 -3.42703 4.70484  0.011
H42 -0.04338 -3.45703 5.05231  0.005
S3 -2.01307 -3.18803 -2.77777  0.369
C23 -2.11758 -1.66568 -2.15123  -0.951
N5 -2.10812 -0.59290 -1.66810  0.000

---

Entry from the Open Molecules 2025 dataset: CBaF3NO4S2 as an isolated structure in a non-equilibrium geometry (wB97M-V/def2-TZVPD).

Values from the calculation:
**HOMO level**: -7.8901 eV
**Energy relative to the best compared isomer or geometry (same formula, charge and spin)**: 3.9 kcal/mol
**Energy**: -1515.12572 Eh
**Max |F|**: 0.0762 hartree/bohr
**Frontier orbital gap**: 0.2335 hartree

Last column: Löwdin charge in e.
Atoms and positions in Å:
N1 -0.94772 -1.35901 0.25443  -0.450
S1 -1.88934 -1.47962 -1.12658  0.649
O1 -0.78515 -1.86343 -2.17642  -0.922
O2 -2.73145 -0.48386 -1.89122  -0.589
S2 0.08045 -0.22750 0.67534  0.782
O3 0.45154 0.27559 -0.71258  -0.722
O4 -0.08778 -0.62677 2.09716  -0.326
Ba1 0.09932 0.02055 -3.13492  1.922
C1 1.22808 1.16327 1.34270  -0.706
F1 0.54482 1.93593 2.17676  0.125
F2 2.25047 0.62837 1.99601  0.128
F3 1.78675 2.01648 0.49932  0.110

---

Entry from the Open Molecules 2025 dataset: the molecule C5H8N2 in a non-equilibrium geometry (wB97M-V/def2-TZVPD).

Values from the calculation:
**HOMO level**: -10.3541 eV
**SMILES string**: N#C[C@H](N)C1CC1
**Energy relative to the best compared isomer or geometry (same formula, charge and spin)**: 30.2 kcal/mol
**Energy**: -304.78734 Eh
**Max |F|**: 0.0208 hartree/bohr
**Frontier orbital gap**: 0.4144 hartree

Last column: Löwdin charge in e.
Atoms and positions in Å:
N1 -1.63511 -2.19807 -1.14694  0.144
C1 -1.25037 -1.12686 -0.93826  -0.180
C2 -0.69727 0.22403 -0.61961  -0.378
N2 -0.51045 1.09188 -1.77043  0.048
C3 0.61436 -0.00068 0.11272  -0.279
C4 0.59822 -0.78936 1.39116  -0.119
C5 0.94172 0.66668 1.41667  -0.109
H1 -1.42255 0.70127 0.05056  0.151
H2 -1.39502 1.29317 -2.22576  0.081
H3 0.08484 0.63996 -2.45912  0.083
H4 1.44532 -0.18183 -0.56621  0.142
H5 -0.37561 -1.10345 1.76390  0.108
H6 1.38841 -1.51514 1.55340  0.104
H7 1.98010 0.92840 1.59337  0.100
H8 0.23342 1.36999 1.84456  0.104

---

Entry from the Open Molecules 2025 dataset: a 2-piece molecular cluster, C3H4I2O overall in a non-equilibrium geometry (wB97M-V/def2-TZVPD).

Values from the calculation:
**HOMO level**: -9.1685 eV
**SMILES string**: C=CI.O=CI
**Energy relative to the best compared isomer or geometry (same formula, charge and spin)**: 40.0 kcal/mol
**Energy**: -787.25916 Eh
**Max |F|**: 0.0591 hartree/bohr
**Frontier orbital gap**: 0.3454 hartree

Last column: Löwdin charge in e.
Atoms and positions in Å:
C1 -0.14001 0.51160 -1.42585  -0.142
C2 0.87744 0.56704 -0.61805  -0.754
I1 2.46850 -0.78282 -0.36869  0.751
H1 -0.85914 1.28739 -1.64632  0.073
H2 -0.42736 -0.20957 -2.12102  0.043
H3 0.93113 1.37697 0.20741  0.066
O1 -1.58547 0.08209 0.92774  -0.063
C3 -0.82373 -0.73411 1.30943  -0.818
I2 0.35449 -0.46043 3.05160  0.766
H4 -0.79585 -1.63815 0.68376  0.077

---

Entry from the Open Molecules 2025 dataset: C39H42Cl2N3STa as an isolated structure in a non-equilibrium geometry (wB97M-V/def2-TZVPD).

Values from the calculation:
**HOMO level**: -13.9716 eV
**Energy relative to the best compared isomer or geometry (same formula, charge and spin)**: 20.7 kcal/mol
**Energy**: -3050.70188 Eh
**Max |F|**: 0.0238 hartree/bohr
**Frontier orbital gap**: 0.2158 hartree
**Net charge**: +2

Last column: Löwdin charge in e.
Atoms and positions in Å:
Ta1 0.24941 -0.54767 -0.87919  1.614
C1 -1.86016 0.34805 -1.25556  -0.165
C2 -0.89951 1.38536 -1.60941  -0.229
C3 -0.34632 1.84824 -0.34826  -0.161
C4 -0.90404 1.02289 0.67517  -0.064
C5 -1.94734 0.21990 0.14297  -0.229
C6 -3.11665 -0.33622 0.92264  -0.520
C7 -3.92586 -1.37887 0.15287  -0.014
C8 -4.00022 0.92978 1.09152  -0.003
C9 -2.74206 -0.84908 2.31141  -0.018
C10 0.46660 3.08516 0.02214  -0.506
C11 0.83887 3.06319 1.50811  -0.033
C12 -0.50710 4.27299 -0.17018  -0.011
C13 1.74432 3.31615 -0.77984  -0.026
C14 -1.09984 1.99596 -3.02146  -0.513
C15 -2.42000 2.78867 -2.92953  -0.008
C16 -0.00406 2.93244 -3.52996  -0.047
C17 -1.25485 0.90664 -4.09519  -0.046
H1 -2.52057 -0.08732 -1.98457  0.118
H2 -0.65979 1.10491 1.71703  0.121
H3 -4.24137 -1.02064 -0.82454  0.091
H4 -4.82952 -1.60635 0.71416  0.104
H5 -3.37554 -2.31031 0.02837  0.070
H6 -4.29731 1.34411 0.12996  0.097
H7 -3.48402 1.69972 1.66101  0.095
H8 -4.90310 0.65329 1.63373  0.104
H9 -2.15722 -1.75673 2.26822  0.057
H10 -3.65797 -1.07446 2.85721  0.108
H11 -2.19923 -0.09968 2.88844  0.085
H12 -0.04069 3.14003 2.14530  0.097
H13 1.46610 3.92892 1.71600  0.109
H14 1.40536 2.17171 1.78984  0.069
H15 -1.45185 4.09104 0.34178  0.101
H16 -0.71578 4.48372 -1.21435  0.067
H17 -0.05529 5.16199 0.26825  0.105
H18 2.59444 2.85345 -0.28729  0.066
H19 1.94926 4.38528 -0.81801  0.109
H20 1.69186 2.95788 -1.80164  0.039
H21 -2.40092 3.52727 -2.13006  0.082
H22 -3.27257 2.13265 -2.76578  0.093
H23 -2.58168 3.31397 -3.86871  0.104
H24 0.11595 3.83353 -2.93711  0.075
H25 -0.28029 3.24777 -4.53455  0.103
H26 0.96081 2.42823 -3.61158  0.050
H27 -2.01297 0.16245 -3.86867  0.077
H28 -0.31264 0.39295 -4.28943  0.054
H29 -1.55306 1.38848 -5.02392  0.106
N1 2.04627 -2.90679 9.07011  0.196
C18 1.89874 -2.67382 7.95940  -0.158
C19 1.71279 -2.37935 6.55682  -0.198
C20 2.75898 -2.57490 5.66109  0.010
C21 2.58007 -2.28347 4.32165  -0.010
C22 1.35100 -1.80926 3.86759  -0.192
C23 0.29953 -1.64000 4.76501  -0.001
C24 0.48238 -1.90950 6.10824  0.009
C25 1.12984 -1.52716 2.42583  -0.018
C26 1.92454 -0.54796 1.80130  -0.241
C27 3.02502 0.09139 2.38897  0.023
C28 3.77049 0.68272 1.37969  -0.022
C29 3.10111 0.42151 0.20146  -0.171
N2 1.95761 -0.29851 0.40835  -0.105
C30 0.20509 -2.33432 1.76181  -0.250
C31 -0.29572 -3.56545 2.22038  0.031
C32 -1.04393 -4.13212 1.20412  -0.013
C33 -0.98908 -3.24501 0.14021  -0.162
N3 -0.24368 -2.15167 0.43969  -0.115
H30 3.70502 -2.95722 6.01555  0.134
H31 3.38758 -2.45151 3.62340  0.132
H32 -0.65836 -1.28422 4.41304  0.111
H33 -0.32313 -1.76342 6.81195  0.132
H34 3.25679 0.08241 3.43737  0.131
H35 4.69004 1.23004 1.47302  0.125
H36 3.40376 0.75055 -0.77395  0.055
H37 -0.07990 -3.99539 3.18367  0.137
H38 -1.55121 -5.07957 1.20745  0.124
H39 -1.45480 -3.36206 -0.82268  0.078
Cl1 2.06225 0.15533 -2.65998  0.848
C34 2.00917 -0.95751 -4.01220  -0.585
C35 2.92043 -0.79232 -5.03514  -0.066
C36 2.84914 -1.67940 -6.09777  -0.024
C37 1.89188 -2.68644 -6.11746  -0.058
C38 0.98886 -2.82117 -5.07358  -0.669
Cl2 -0.18443 -4.07312 -5.13147  0.754
C39 1.03865 -1.94328 -3.98710  -0.644
S1 -0.11517 -2.07602 -2.67066  0.719
H40 3.65737 -0.00549 -5.00869  0.124
H41 3.54481 -1.58288 -6.91725  0.129
H42 1.83860 -3.37507 -6.94657  0.125

---

Entry from the Open Molecules 2025 dataset: C30H34F3N3OSbY as an isolated structure (wB97M-V/def2-TZVPD).

Values from the calculation:
**HOMO level**: -13.8882 eV
**Energy relative to the best compared isomer or geometry (same formula, charge and spin)**: 6.2 kcal/mol
**Energy**: -1980.84319 Eh
**Max |F|**: 0.0185 hartree/bohr
**Frontier orbital gap**: 0.3065 hartree
**Net charge**: +2

Last column: Löwdin charge in e.
Atoms and positions in Å:
Y1 -0.26825 -0.12017 0.22039  1.401
C1 2.79976 -0.16944 1.38664  -0.081
C2 2.51327 -1.23123 0.52903  -0.123
C3 2.38434 -1.00508 -0.83752  -0.132
C4 2.54896 0.27971 -1.35135  -0.082
C5 2.89560 1.32725 -0.50214  -0.110
C6 3.01125 1.10683 0.86578  -0.101
H1 2.91978 -0.35036 2.44777  0.125
H2 2.43560 -2.23866 0.91680  0.124
H3 2.19763 -1.83123 -1.50788  0.115
H4 2.47899 0.44917 -2.41888  0.124
H5 3.08234 2.31050 -0.91311  0.104
H6 3.28493 1.91956 1.52711  0.118
N1 -1.46545 0.22150 -1.95741  -0.051
C7 -2.75766 -0.52877 -1.97842  -0.221
C8 -3.83526 0.18492 -1.18804  -0.176
C9 -3.71112 0.06257 0.31780  -0.212
N2 -2.51068 0.78366 0.83211  -0.059
H7 -1.63617 1.16184 -2.30247  0.086
H8 -0.84952 -0.21637 -2.64022  0.095
H9 -2.57122 -1.51826 -1.56089  0.104
H10 -3.08228 -0.67770 -3.00814  0.129
H11 -4.80005 -0.23321 -1.48019  0.133
H12 -3.87738 1.24415 -1.46973  0.113
H13 -3.63809 -0.98578 0.61506  0.117
H14 -4.60788 0.46904 0.78603  0.128
H15 -2.56777 0.80799 1.84885  0.104
H16 -2.57949 1.76034 0.54172  0.030
N3 -0.44579 -4.35931 -1.06393  0.232
C10 -0.53107 -3.21283 -0.41038  -0.487
O1 -0.27654 -2.13263 -1.02070  -0.147
C11 -0.96280 -3.20058 1.02440  -0.197
C12 -0.62360 -1.88532 1.74254  -0.291
H17 -0.19194 -4.37123 -2.03941  0.139
H18 -0.63656 -5.23342 -0.60143  0.138
H19 -0.55092 -4.07684 1.53333  0.125
H20 -2.04608 -3.36711 1.01016  0.127
H21 0.28046 -2.03199 2.34413  0.034
H22 -1.41492 -1.67881 2.47054  0.036
F1 3.33163 6.74259 -3.34925  0.103
C13 2.65002 5.95208 -2.52067  -0.269
C14 1.51497 5.32078 -2.99283  0.015
C15 0.80909 4.50316 -2.12352  -0.120
C16 1.22752 4.33043 -0.80269  -0.403
C17 2.38677 4.97475 -0.36778  -0.123
C18 3.10690 5.79353 -1.22755  0.022
Sb1 0.13083 3.10049 0.48676  1.501
C19 -1.78075 3.99018 0.45420  -0.412
C20 -2.34475 4.56896 1.59299  -0.097
C21 -3.62229 5.11465 1.55717  0.025
C22 -4.32617 5.07240 0.37051  -0.270
F2 -5.55167 5.59425 0.33080  0.103
C23 -3.80972 4.50835 -0.78168  0.010
C24 -2.53395 3.96475 -0.72571  -0.156
C25 0.80280 3.70492 2.37024  -0.417
C26 0.94718 5.05986 2.68939  -0.119
C27 1.35791 5.45019 3.95356  0.026
C28 1.61593 4.46955 4.89458  -0.265
F3 2.01218 4.83946 6.11040  0.107
C29 1.47438 3.12139 4.62770  0.014
C30 1.06604 2.75031 3.35527  -0.143
H23 1.20299 5.47671 -4.01655  0.131
H24 -0.08273 4.01359 -2.49895  0.085
H25 2.74710 4.84741 0.64586  0.100
H26 4.00376 6.30779 -0.90945  0.134
H27 -1.79477 4.60262 2.52563  0.099
H28 -4.07138 5.57210 2.42874  0.134
H29 -4.39695 4.51450 -1.69048  0.131
H30 -2.12715 3.53670 -1.63777  0.080
H31 0.73052 5.82658 1.95432  0.117
H32 1.47763 6.49171 4.21985  0.135
H33 1.67866 2.39686 5.40420  0.131
H34 0.95539 1.68995 3.14682  0.079

---

Q: The highest energy belongs to which entry?
A: C5H8N2